# 1
The following is a DFT calculation (the ωB97M-V functional and the def2-TZVPD basis) of a molecular structure, C10H13MnNPS at a distorted geometry.

The geometry in XYZ format:
```
27
Properties=species:S:1:pos:R:3:forces:R:3
C -0.681345 0.173338 -3.455945 0.521 0.822 0.713
C -1.504707 1.298449 -3.181905 0.608 0.258 -0.145
C -0.678329 2.468068 -3.164034 0.424 -0.715 -0.175
C 0.670636 2.071368 -3.420668 -0.702 -0.670 0.756
C 0.685829 0.647523 -3.538786 -0.795 0.197 0.186
Mn 1.355694 -0.469368 0.531441 -0.345 1.332 -0.305
P -0.015035 -2.155148 -0.372964 -0.743 -1.329 -1.105
H -1.021566 -0.856722 -3.560702 0.104 0.180 -0.103
H -2.587154 1.304500 -3.024653 0.379 -0.094 -0.167
H -1.018478 3.493431 -3.000123 0.082 -0.371 -0.086
H 1.564117 0.020163 -3.671660 -0.119 0.127 -0.255
H 1.555077 2.712343 -3.397282 -0.351 -0.170 -0.130
H 0.712693 -3.067187 -1.194461 -0.467 0.144 0.258
H -1.050585 -1.752507 -1.291659 0.602 -0.065 0.538
H -0.704682 -3.093227 0.478791 0.334 0.377 -0.459
S -0.064267 1.458785 0.419157 0.060 0.109 -0.440
C 0.090565 0.608659 1.877102 1.053 -0.013 -1.007
N -0.954124 -0.214550 2.298366 -0.632 -0.789 0.701
C -0.851346 -1.016929 3.384186 0.895 0.415 0.089
C 0.320079 -1.028810 4.119138 -1.582 -1.265 0.653
C 1.442324 -0.324052 3.706170 0.901 1.142 -1.303
C 1.365993 0.464603 2.554998 -0.434 0.001 1.845
H -1.804630 -0.239084 1.730460 0.505 0.282 0.221
H -1.700801 -1.658599 3.603106 0.125 0.259 0.082
H 0.349781 -1.651306 5.008467 0.035 0.088 -0.203
H 2.369964 -0.358898 4.286398 -0.340 -0.077 -0.282
H 2.154295 1.165167 2.277055 -0.118 -0.173 0.127
```
Positions in Å, forces in eV/Å.

Values from the calculation:
* HOMO (spin up / spin down): -5.3 / -5.2 eV
* <S²>: 6.286
* gap between HOMO and LUMO (spin up / spin down): 3.7 / 3.6 eV
* spin multiplicity: 5
* F_max: 2.128 eV Å⁻¹
* total charge: 0
* lowest unoccupied orbital energy (spin up / spin down): -1.571 / -1.575 eV

Which charges does natural (NBO) predict for the atoms? In e, they are:
1 C -0.388
2 C -0.352
3 C -0.340
4 C -0.354
5 C -0.380
6 Mn 0.987
7 P -0.080
8 H 0.176
9 H 0.188
10 H 0.192
11 H 0.182
12 H 0.191
13 H 0.054
14 H 0.119
15 H 0.022
16 S -0.141
17 C -0.147
18 N -0.550
19 C 0.120
20 C -0.370
21 C -0.080
22 C -0.463
23 H 0.441
24 H 0.228
25 H 0.238
26 H 0.239
27 H 0.269

# 2
The following is a DFT calculation (the ωB97M-V functional and the def2-TZVPD basis) of 2 unconnected molecules or ions with the total composition C10H13N2O6 at a distorted geometry.

The geometry in XYZ format:
```
31
Properties=species:S:1:pos:R:3:forces:R:3
N -3.466211 -1.561579 -0.479552 -0.017 0.539 -0.437
C -2.973862 -0.574281 -1.477313 0.310 -0.394 -0.177
C -1.487261 -0.923406 -2.055959 -1.497 0.473 -1.036
O -0.645197 -1.530512 -1.057295 0.520 1.208 -0.394
C 0.715224 -1.035795 -1.127830 0.505 0.533 -1.366
O 1.499167 -1.387622 0.043021 -0.558 2.343 -0.139
C 1.883816 -0.181649 0.751149 2.475 1.685 0.264
O 3.073924 0.183414 0.872342 -5.295 -1.870 -0.432
C 0.633535 0.671375 1.324885 -1.326 0.563 0.355
C -0.439978 -0.135001 2.102693 -0.680 4.439 -0.742
C -1.676118 0.648411 2.624495 2.396 1.279 -1.776
C -1.817061 2.171008 2.359870 2.903 -1.522 -1.223
C -0.701639 2.960166 1.586381 0.806 -3.874 0.189
C 0.568166 2.205114 1.034647 -3.487 -1.902 2.403
H -2.812648 -1.688504 0.303600 -0.304 -0.081 -0.828
H -3.744876 -2.451223 -0.911295 0.567 0.595 0.404
H -3.001980 0.473268 -1.015084 0.192 -1.501 -0.568
H -3.721094 -0.587823 -2.362872 1.329 0.143 1.353
H -1.083770 0.058694 -2.492298 -0.147 -1.344 0.768
H -1.660264 -1.619893 -2.966615 0.578 0.778 1.512
H 1.242043 -1.481310 -2.052073 -0.674 0.387 1.579
H 0.695113 0.109456 -1.314134 0.017 -1.709 0.632
H -0.326997 -1.257656 2.265879 -0.128 1.864 -0.347
H -2.499489 0.057492 3.175372 1.462 1.260 -0.970
H -2.753985 2.717050 2.729757 1.655 -0.901 -0.639
H -0.762028 4.075933 1.363780 -0.173 -1.770 0.506
H 1.376636 2.767196 0.436650 -1.401 -1.233 1.164
N 5.971511 -0.670533 -0.914845 0.030 0.013 0.141
O 6.203856 -1.705702 -0.259857 0.037 -0.130 0.034
O 5.356716 -0.742819 -1.999270 -0.158 -0.006 -0.227
O 6.354752 0.436732 -0.488231 0.061 0.137 -0.002
```
Positions in Å, forces in eV/Å.

Values from the calculation:
* HOMO: -3.7 eV
* gap between HOMO and LUMO: 5.7 eV
* F_max: 5.632 eV Å⁻¹
* total charge: -1
* lowest unoccupied orbital energy: 2.002 eV

Which charges does natural (NBO) predict for the atoms? In e, they are:
1 N -0.861
2 C -0.228
3 C -0.093
4 O -0.562
5 C 0.225
6 O -0.534
7 C 0.761
8 O -0.461
9 C -0.139
10 C -0.207
11 C -0.230
12 C -0.235
13 C -0.225
14 C -0.202
15 H 0.376
16 H 0.358
17 H 0.194
18 H 0.187
19 H 0.177
20 H 0.166
21 H 0.187
22 H 0.158
23 H 0.250
24 H 0.227
25 H 0.225
26 H 0.225
27 H 0.259
28 N 0.711
29 O -0.564
30 O -0.579
31 O -0.565

# 3
The following is a DFT calculation (the ωB97M-V functional and the def2-TZVPD basis) of C10H13N2OPS in the gas phase at a distorted geometry.

The geometry in XYZ format:
```
28
Properties=species:S:1:pos:R:3:forces:R:3
C -4.567395 1.640693 -0.088626 0.982 1.693 2.722
C -3.812660 0.746168 -0.667992 -0.392 -1.393 -2.473
N -2.506444 0.343221 -0.435298 2.117 -0.042 2.841
N -1.832708 0.981120 0.915786 -2.054 -0.648 -1.895
C -1.401465 0.237948 1.842438 1.080 -2.051 -0.945
P -1.973481 -1.137323 -1.157667 -0.781 0.915 -0.302
S -2.574787 -2.789698 0.032676 0.162 -0.030 0.427
C -0.277933 -1.071269 -0.684632 3.474 1.580 -0.112
C 0.577837 0.059351 -1.075336 -4.550 -1.242 -1.325
C 1.839562 0.247969 -0.715286 2.930 -1.959 1.425
C 2.537873 -0.806505 0.003705 -3.888 -0.445 0.099
O 3.676937 -0.593270 0.658142 -0.120 -1.403 -0.002
C 4.662491 0.182691 0.088655 1.162 3.375 -0.092
C 1.738477 -1.988127 0.289671 1.520 0.720 1.602
C 0.383630 -2.041609 0.055199 -1.989 0.459 -0.938
H -5.564192 1.815393 -0.376724 -0.886 0.115 -0.574
H -4.195133 2.249740 0.790159 -0.448 -0.912 -1.109
H -4.251194 0.223563 -1.601265 0.852 0.643 1.550
H -0.923251 0.712244 2.668207 0.004 1.067 0.576
H -1.143847 -0.869374 1.928621 -1.242 1.143 -0.768
H -3.727017 -2.719570 -0.592432 -0.781 -0.256 -0.231
H 0.084523 0.794491 -1.726076 0.259 -0.006 0.484
H 2.337395 1.160634 -0.942876 0.366 0.517 -0.191
H 5.612771 -0.298878 0.263947 0.286 -0.051 0.218
H 4.677968 1.247746 0.591352 0.041 -1.941 -0.806
H 4.617165 0.390357 -1.003593 -0.524 -0.511 0.576
H 1.999505 -2.793720 1.005720 0.940 0.790 -0.647
H -0.325213 -2.781912 0.478475 1.479 -0.130 -0.113
```
Positions in Å, forces in eV/Å.

Values from the calculation:
* HOMO: -8.1 eV
* gap between HOMO and LUMO: 8.7 eV
* structure (SMILES): C=CN(N=C)P(S)c1ccc(OC)cc1
* F_max: 4.899 eV Å⁻¹
* total charge: 0
* lowest unoccupied orbital energy: 0.539 eV

Which charges does natural (NBO) predict for the atoms? In e, they are:
1 C -0.487
2 C -0.018
3 N -0.627
4 N -0.228
5 C -0.079
6 P 0.949
7 S -0.349
8 C -0.447
9 C -0.152
10 C -0.294
11 C 0.350
12 O -0.486
13 C -0.258
14 C -0.286
15 C -0.182
16 H 0.208
17 H 0.210
18 H 0.207
19 H 0.188
20 H 0.184
21 H 0.148
22 H 0.220
23 H 0.223
24 H 0.197
25 H 0.176
26 H 0.188
27 H 0.228
28 H 0.216

# 4
The following is a DFT calculation (the ωB97M-V functional and the def2-TZVPD basis) of C10H13N3 in the gas phase at a distorted geometry.

The geometry in XYZ format:
```
26
Properties=species:S:1:pos:R:3:forces:R:3
C 3.720541 -1.243243 -0.592359 -5.079 -0.846 -3.448
C 3.366607 0.104463 -0.064588 0.149 -3.425 -1.208
C 2.102371 0.672523 0.097184 0.868 -1.626 0.403
C 0.984534 -0.214164 -0.141416 5.251 2.549 -3.142
N -0.079968 0.108555 0.538108 -1.816 -5.165 -1.815
C -0.625860 1.263798 1.066263 0.350 3.232 2.952
C -2.100453 1.046329 0.842805 -2.010 3.812 3.415
C -2.216083 -0.372589 1.312602 -1.863 -0.691 -4.470
C -1.124125 -0.786686 0.206621 -7.674 -3.046 -1.448
C -2.102459 -0.232441 -1.022493 7.291 4.140 -2.097
N -2.345093 1.228707 -0.558332 -0.505 -0.694 -2.084
N 1.070874 -1.116894 -1.244026 3.413 -0.168 2.792
C 2.409722 -1.634027 -1.453542 -0.220 -0.178 2.584
H 4.663269 -2.061498 -0.696609 -2.570 3.288 0.506
H 4.200506 0.625129 0.202043 2.034 1.770 1.119
H 2.018589 1.630052 0.684649 -0.028 -1.211 -0.830
H -0.311861 1.542280 2.126091 -0.355 -0.886 -0.811
H -0.323730 2.110512 0.523830 0.529 1.268 -0.986
H -2.867880 1.600180 1.622896 2.144 -0.269 -2.102
H -1.713421 -0.365166 2.214222 -0.026 -0.682 2.527
H -3.374220 -0.687138 1.149924 3.159 -0.005 0.822
H -1.131850 -1.934085 -0.033197 1.540 2.276 1.036
H -2.971997 -0.581595 -1.331221 -4.175 -2.678 -0.020
H -1.561357 -0.256260 -2.106729 -0.517 0.338 2.588
H -2.011128 2.108613 -1.174770 -0.543 -3.119 2.517
H 2.324474 -2.555355 -2.167955 0.653 2.016 1.202
```
Positions in Å, forces in eV/Å.

Values from the calculation:
* HOMO: -7.6 eV
* gap between HOMO and LUMO: 8.4 eV
* structure (SMILES): c1ccc(N2C[C@@H]3C[C@H]2CN3)nc1
* F_max: 8.643 eV Å⁻¹
* total charge: 0
* lowest unoccupied orbital energy: 0.776 eV

Which charges does natural (NBO) predict for the atoms? In e, they are:
1 C -0.366
2 C -0.149
3 C -0.350
4 C 0.452
5 N -0.431
6 C -0.232
7 C -0.050
8 C -0.420
9 C -0.057
10 C -0.236
11 N -0.699
12 N -0.522
13 C 0.048
14 H 0.269
15 H 0.199
16 H 0.226
17 H 0.194
18 H 0.204
19 H 0.199
20 H 0.213
21 H 0.234
22 H 0.273
23 H 0.190
24 H 0.199
25 H 0.405
26 H 0.206

# 5
The following is a DFT calculation (the ωB97M-V functional and the def2-TZVPD basis) of C10H13N3 in the gas phase at a distorted geometry.

The geometry in XYZ format:
```
26
Properties=species:S:1:pos:R:3:forces:R:3
C 0.121570 -1.585272 0.156447 -0.363 1.100 -0.256
C 1.006195 -2.306520 0.875734 1.148 -1.755 0.104
C 0.047092 -0.326619 0.847963 0.797 -2.805 -0.537
C -1.830983 0.505166 -1.821822 2.144 -0.833 1.780
C -1.899678 0.167793 -0.515578 -1.682 0.911 -1.412
C -0.487752 1.115594 -2.169664 -1.012 1.639 1.062
C -0.892877 0.670196 0.382224 3.181 2.402 -1.215
C -0.005894 1.355361 -3.569653 -1.122 -2.209 -1.534
C -1.261460 1.650311 1.463521 1.383 -0.249 -1.581
C 2.407446 -2.110572 2.832877 0.057 2.239 -0.543
N 0.838368 -0.380012 1.930117 -0.284 2.505 0.022
N 0.201047 1.563203 -1.205768 -1.284 -1.591 2.133
N 1.475155 -1.515964 1.868847 0.160 -2.283 -0.148
H -0.404622 -1.751529 -0.773332 0.150 -0.505 0.293
H 1.371041 -3.357368 0.922420 -0.494 1.057 -0.778
H -2.506085 0.166071 -2.537751 -1.196 -0.354 -1.166
H -2.776046 -0.308898 -0.072311 0.110 -0.055 -0.246
H 0.553535 0.396507 -3.783600 -0.186 1.192 -0.285
H 0.591375 2.223786 -3.698417 0.825 0.503 0.331
H -0.801984 1.435780 -4.377034 0.557 -0.277 1.205
H -1.466870 0.976282 2.203846 -1.278 -1.635 2.486
H -2.155625 2.132944 1.169675 -0.446 1.416 0.094
H -0.380483 2.130202 1.916131 -0.502 0.653 -0.843
H 2.460299 -3.135789 2.662520 0.358 -1.635 -0.850
H 3.402392 -1.649666 2.845053 -0.360 -0.016 -0.183
H 1.974167 -2.069862 3.773628 -0.662 0.584 2.066
```
Positions in Å, forces in eV/Å.

Values from the calculation:
* HOMO (spin up / spin down): -7.9 / -7.9 eV
* gap between HOMO and LUMO (spin up / spin down): 8.6 / 8.6 eV
* F_max: 4.166 eV Å⁻¹
* total charge: 0
* lowest unoccupied orbital energy (spin up / spin down): 0.772 / 0.772 eV

Which charges does natural (NBO) predict for the atoms? In e, they are:
1 C -0.317
2 C -0.053
3 C 0.063
4 C -0.228
5 C -0.199
6 C 0.145
7 C 0.147
8 C -0.650
9 C -0.644
10 C -0.393
11 N -0.253
12 N -0.366
13 N -0.141
14 H 0.238
15 H 0.212
16 H 0.208
17 H 0.228
18 H 0.227
19 H 0.237
20 H 0.212
21 H 0.221
22 H 0.221
23 H 0.256
24 H 0.207
25 H 0.214
26 H 0.210

# 6
The following is a DFT calculation (the ωB97M-V functional and the def2-TZVPD basis) of C10H13N3S in the gas phase at a distorted geometry.

The geometry in XYZ format:
```
27
Properties=species:S:1:pos:R:3:forces:R:3
C 2.838320 0.247097 2.161052 0.430 -1.972 0.607
N 2.383772 -0.776970 1.208284 -2.249 1.753 2.291
C 2.973134 -2.189074 1.202885 -1.618 3.341 2.917
C 1.849230 -2.724438 0.434016 -0.313 -3.621 -2.491
N 0.585200 -2.036177 0.744415 0.836 0.015 0.176
C 0.937941 -0.887465 1.210500 1.559 -3.085 -0.961
C -0.182175 -0.045826 1.729650 0.395 0.417 -0.033
S -0.491978 1.496708 0.739960 0.692 -0.833 0.855
C -1.212419 1.032426 -0.803453 -1.686 2.372 1.164
C -1.449553 -0.188923 -1.395048 2.869 0.496 3.068
C -2.111135 -0.215938 -2.523156 -2.656 -0.724 -4.559
C -2.676841 0.969842 -3.082124 -0.162 -2.134 -0.361
N -2.578455 2.123714 -2.430150 -0.638 0.360 -1.272
C -1.900879 2.179272 -1.304741 1.961 0.850 0.395
H 3.798341 0.405219 1.782153 1.920 0.954 0.314
H 2.837601 0.030560 3.273953 0.101 -0.474 -1.124
H 2.276986 1.122584 2.071195 -0.916 1.417 -0.568
H 3.970291 -2.018986 0.820327 0.126 -0.889 -0.266
H 2.912428 -2.639146 2.266450 0.628 0.797 -1.312
H 1.796064 -3.824026 0.702731 -0.468 1.055 -0.848
H 2.094140 -2.619253 -0.668715 -0.570 -0.238 0.969
H -1.054369 -0.775928 1.693713 0.920 1.331 0.413
H 0.135896 0.309235 2.757972 -0.962 -0.273 -1.032
H -0.917442 -1.022841 -0.996835 -0.064 -0.796 0.246
H -2.215566 -1.214573 -3.038730 -0.046 1.364 0.364
H -3.225211 0.804835 -4.092796 0.837 1.075 1.925
H -1.664886 3.259176 -0.846118 -0.926 -2.557 -0.876
```
Positions in Å, forces in eV/Å.

Values from the calculation:
* HOMO: -8.3 eV
* gap between HOMO and LUMO: 9.0 eV
* structure (SMILES): CN1CCN=C1CSc1cccnc1
* F_max: 5.326 eV Å⁻¹
* total charge: 0
* lowest unoccupied orbital energy: 0.721 eV

Which charges does natural (NBO) predict for the atoms? In e, they are:
1 C -0.417
2 N -0.434
3 C -0.222
4 C -0.274
5 N -0.483
6 C 0.408
7 C -0.584
8 S 0.264
9 C -0.203
10 C -0.240
11 C -0.228
12 C 0.025
13 N -0.422
14 C 0.029
15 H 0.204
16 H 0.172
17 H 0.205
18 H 0.226
19 H 0.171
20 H 0.203
21 H 0.200
22 H 0.277
23 H 0.250
24 H 0.247
25 H 0.219
26 H 0.201
27 H 0.203

Which value of total charge does entry 2 give?
-1

Which value of total charge does entry 2 give?
-1